Density functional theory data (the ωB97M-V functional and the def2-TZVPD basis) for C36H30InN6O25S3V as an isolated structure in a non-equilibrium geometry.

Each line ends with the Mulliken charge.
Positions of all 102 atoms, in Å:
In1 10.546270 2.775790 -3.989730  0.97
O1 8.869610 -2.294480 -6.486600  -0.54
V1 8.323010 -1.084810 -5.612180  0.94
S1 5.529530 -1.059830 -5.101720  1.40
O2 6.422060 0.065170 -4.926760  -0.59
O3 4.895830 -1.179190 -3.765840  -0.52
O4 4.577850 -0.857590 -6.162520  -0.57
O5 6.525590 -2.055890 -5.313430  -0.62
S2 9.125760 -0.288920 -2.852250  1.36
O6 8.153340 -0.521160 -1.800480  -0.75
O7 10.381450 0.305230 -2.436690  -0.79
O8 9.278180 -1.434510 -3.776930  -0.61
O9 8.524630 0.790740 -3.627030  -0.68
S3 9.442110 0.959960 -6.939020  1.76
O10 9.339530 2.350100 -6.447150  -0.85
O11 10.055410 0.213340 -5.848930  -0.97
O12 8.156440 0.300610 -7.085580  -0.32
O13 10.116480 0.779100 -8.214790  -0.46
C1 10.883230 5.062640 -11.233990  -0.54
C2 10.012140 4.540750 -10.334750  -0.29
C3 10.346880 4.610370 -8.970710  -0.25
C4 11.640060 5.056290 -8.577700  -0.05
C5 12.526990 5.512740 -9.499520  -0.17
C6 12.219950 5.540940 -10.835660  -1.05
N1 11.997270 5.132840 -7.165150  0.85
O14 12.798330 5.944880 -6.767060  -0.65
O15 11.425150 4.252360 -6.470710  -0.38
H1 10.561060 5.111060 -12.263680  0.45
H2 9.082970 4.058510 -10.600230  0.67
H3 9.673210 4.115200 -8.287050  0.49
H4 13.490040 5.712900 -9.053560  0.45
H5 12.861380 5.924640 -11.615250  0.42
C7 11.888900 -3.595490 -8.261910  -0.97
C8 12.390350 -4.391590 -9.275810  -0.60
C9 12.643210 -3.830290 -10.528320  -0.53
C10 12.376920 -2.452730 -10.756500  -0.83
C11 11.872010 -1.702360 -9.716950  1.37
C12 11.572890 -2.278500 -8.515700  -0.21
N2 12.843900 -1.837150 -12.017750  1.00
O16 12.562710 -0.651920 -12.308040  -0.49
O17 13.572540 -2.502340 -12.753910  -0.66
H6 11.658370 -3.968130 -7.274800  0.49
H7 12.523910 -5.447430 -9.092050  0.37
H8 13.122500 -4.426160 -11.290960  0.48
H9 11.519170 -0.697860 -9.898290  0.27
H10 11.163240 -1.622740 -7.761680  0.41
C13 5.363400 3.315590 -9.427020  -0.16
C14 6.128850 2.720800 -8.447010  -0.28
C15 5.571330 2.423350 -7.170890  -0.18
C16 4.293660 2.823660 -6.917920  -0.16
C17 3.653410 3.588880 -7.888060  -0.40
C18 4.083150 3.734450 -9.201320  -0.78
N3 3.703530 2.735750 -5.548040  1.03
O18 4.414100 2.281360 -4.643740  -0.49
O19 2.550630 3.142930 -5.333670  -0.66
H11 5.805960 3.351360 -10.411540  0.43
H12 7.138170 2.367010 -8.597050  0.37
H13 6.151940 1.878210 -6.441420  0.50
H14 2.696850 4.006500 -7.610590  0.39
H15 3.350800 4.046180 -9.931310  0.40
C19 7.616640 -1.859760 -9.541550  0.17
C20 7.835870 -2.470290 -10.785020  -0.90
C21 6.934140 -3.387490 -11.327150  -0.39
C22 5.707380 -3.613920 -10.690820  0.27
C23 5.462760 -2.947530 -9.519980  -0.59
C24 6.428990 -2.130780 -8.867250  -0.47
N4 4.820070 -4.648070 -11.296680  0.90
O20 4.086570 -5.290440 -10.520610  -0.55
O21 4.805920 -4.766160 -12.526230  -0.57
H16 8.408750 -1.207430 -9.204730  0.73
H17 8.725950 -2.240500 -11.351890  0.51
H18 7.171880 -3.846760 -12.275280  0.38
H19 4.544200 -3.028030 -8.957700  0.47
H20 6.217240 -1.513260 -8.006890  -0.08
C25 8.617080 1.247520 -11.074510  0.28
C26 7.571660 1.498270 -11.902310  -0.63
C27 7.636700 2.080350 -13.150640  -1.14
C28 8.911650 2.405520 -13.638390  -0.34
C29 10.056950 2.072260 -12.842650  -0.38
C30 9.890310 1.522780 -11.560770  0.19
N5 9.140050 3.072790 -14.932870  0.99
O22 10.226610 3.022860 -15.436080  -0.60
O23 8.157600 3.527130 -15.509460  -0.63
H21 8.505990 0.821490 -10.088320  0.22
H22 6.667100 1.148680 -11.426960  0.77
H23 6.724160 2.237290 -13.706570  0.50
H24 11.034720 2.312770 -13.233200  0.59
H25 10.837160 1.278920 -11.102050  0.07
C31 14.488780 1.129380 -10.684200  -1.37
C32 15.145730 0.295590 -9.816660  -0.24
C33 14.765840 0.070130 -8.479410  -0.86
C34 13.688350 0.796190 -8.041110  0.58
C35 13.053430 1.764820 -8.780860  0.05
C36 13.441110 1.903410 -10.105760  0.13
N6 13.255690 0.518670 -6.637850  1.04
O24 13.226420 -0.663010 -6.219080  -0.56
O25 12.825400 1.462960 -6.002980  -0.53
H26 14.795040 1.234930 -11.714470  0.44
H27 15.931200 -0.401110 -10.069750  0.33
H28 15.175410 -0.730300 -7.881100  0.45
H29 12.211350 2.333400 -8.414780  0.27
H30 12.930360 2.570350 -10.784520  0.28

Forces on the atoms, in the same order (eV/Å):
-0.99 -1.68 -0.07
-0.65 1.08 0.89
3.14 -0.81 0.49
-2.47 0.99 0.96
0.70 3.94 0.44
-0.18 -0.03 -0.30
-0.17 -0.42 -0.05
1.43 -4.45 -1.37
-2.08 2.80 1.76
0.79 -1.63 0.93
2.41 -0.70 0.96
-0.23 -1.84 -1.42
-1.05 2.28 -3.12
2.05 2.32 0.22
-0.19 0.02 -1.08
0.97 -1.93 1.19
-4.28 -1.00 -0.26
0.79 0.77 -0.66
2.66 1.17 -0.42
0.25 0.23 1.93
1.13 -0.84 0.19
-3.05 -0.12 -0.51
1.48 0.07 -0.04
-3.08 -0.76 -0.99
-1.53 -2.78 1.18
0.01 0.09 -0.08
1.39 2.19 -1.01
0.37 -0.03 -0.27
-0.08 0.23 -0.19
0.06 0.23 0.58
0.35 0.56 -0.55
0.24 -0.06 0.19
-0.53 0.08 0.28
-0.18 0.35 -0.51
0.26 0.66 -0.13
0.92 -1.55 0.42
-0.97 0.89 -1.43
0.30 0.42 0.80
0.42 1.39 -1.25
-0.09 -2.01 1.14
-0.69 0.10 0.78
0.07 -0.27 0.02
0.27 -0.06 -0.16
-0.16 0.05 -0.17
0.36 0.34 0.07
-0.21 -0.19 0.23
1.28 -0.61 -1.22
-0.62 -0.73 1.83
1.33 -0.37 -0.80
-0.18 1.63 -0.19
-1.94 -0.20 0.33
-0.58 -0.34 1.64
0.07 -0.44 1.96
-0.89 0.69 -1.86
1.23 -0.32 -1.00
-0.01 0.26 -0.25
0.09 0.11 -0.26
0.08 -0.03 0.09
-0.24 -0.10 0.01
0.42 0.45 -0.21
0.02 -0.76 -0.97
-0.49 -0.50 0.10
0.03 0.64 -0.12
1.51 -0.36 -0.77
-0.22 0.55 2.32
0.08 0.45 -1.88
-1.50 0.05 0.57
1.28 0.96 -1.35
0.27 -0.03 1.50
-0.23 0.16 0.62
0.19 -0.04 0.04
-0.15 -0.18 0.00
-0.30 -0.38 -0.29
-0.40 -0.54 0.31
2.27 0.02 0.04
-1.62 -0.45 0.74
0.64 0.35 -0.61
1.04 -0.51 1.82
-1.65 0.48 -0.44
0.81 0.21 -1.56
-1.93 -0.90 -0.36
1.32 0.21 0.02
0.09 0.18 0.50
-0.09 0.00 0.06
-0.78 0.31 -0.67
0.15 0.16 -0.20
0.07 -0.13 0.02
-0.27 -0.08 0.74
-0.73 0.93 1.54
0.79 -1.83 1.08
-0.87 0.52 -1.29
0.50 -0.61 1.71
-0.29 0.25 -0.92
0.80 -0.53 -1.08
-1.63 -1.48 0.86
0.77 2.30 -1.20
0.55 -0.09 -0.26
-0.17 -0.03 -0.02
0.31 0.30 -0.88
0.16 0.16 0.04
-0.01 -0.16 0.29
-0.27 0.29 0.24

Values from the calculation:
Frontier orbital gap (spin up / spin down) = 5.622 / 4.336 eV
E = -161300.9221 eV
HOMO (spin up / spin down) = -0.1166 / -0.1099 Eh
Total charge = -2
F_max = 4.87 eV/A
Lowest unoccupied orbital energy (spin up / spin down) = 0.0900 / 0.0495 hartree
<S²> = 2.029
Spin multiplicity = 3